{"formula": "C4H11N3O2", "method": "the ωB97M-V functional and the def2-TZVPD basis", "elements": ["H", "N", "C", "N", "N", "C", "H", "H", "H", "H", "H", "H", "C", "C", "O", "O", "H", "H", "H", "H"], "coordinates": [[-0.5455, -2.1082, 0.5039], [-0.5831, -1.0982, 0.6578], [0.4222, -0.6680, 1.3073], [0.4512, 0.6619, 1.7986], [1.5166, -1.4083, 1.6946], [1.9299, -2.5639, 0.9120], [-0.4450, 0.8834, 2.2101], [0.6949, 1.3423, 1.0940], [2.2500, -0.7615, 1.9484], [3.0156, -2.6181, 0.9725], [1.5107, -2.5913, -0.0892], [1.5843, -3.4739, 1.4077], [-1.2576, 1.7483, -2.5783], [-1.6617, 2.3477, -1.2755], [-1.6729, 3.5257, -1.0538], [-2.1445, 1.4907, -0.3419], [-0.2499, 1.3400, -2.5110], [-1.2225, 2.4736, -3.3905], [-1.8491, 0.8710, -2.8386], [-1.7435, 0.6069, -0.4282]], "nbo_charge": [0.340, -0.786, 0.581, -0.879, -0.604, -0.428, 0.396, 0.386, 0.396, 0.213, 0.199, 0.197, -0.745, 0.780, -0.568, -0.700, 0.234, 0.246, 0.230, 0.510], "molar_mass_da": 133.2, "e_above_lowest_kcal_mol": 18.7, "e_homo_ev": -9.64, "smiles": "[H]/N=C(/N)NC.CC(=O)O", "largest_force_ev_per_a": 1.33}

=====

{"formula": "C3H5N3", "method": "the ωB97M-V functional and the def2-TZVPD basis", "elements": ["C", "N", "C", "C", "N", "N", "H", "H", "H", "H", "H"], "coordinates": [[1.2018, 0.5446, -0.9421], [0.0955, 0.1675, -0.0773], [-0.3772, -1.0779, 0.1492], [-1.2703, -1.0009, 1.2218], [-1.2580, 0.3875, 1.5016], [-0.4810, 1.0848, 0.6658], [1.0471, 1.5703, -1.2776], [2.1387, 0.4723, -0.3843], [1.2222, -0.1370, -1.7943], [-0.0100, -1.9145, -0.4310], [-2.3053, -0.1021, 1.3564]], "nbo_charge": [-0.413, -0.104, -0.138, -0.210, -0.419, -0.070, 0.237, 0.225, 0.219, 0.222, 0.451], "molar_mass_da": 83.1, "e_above_lowest_kcal_mol": 112.6, "e_homo_ev": -8.98, "largest_force_ev_per_a": 0.42}

=====

{"formula": "C54H51N2O5P2RhSi2", "method": "the ωB97M-V functional and the def2-TZVPD basis", "elements": ["Rh", "C", "Si", "C", "C", "C", "C", "C", "C", "C", "Si", "C", "C", "H", "H", "H", "H", "H", "H", "H", "H", "H", "H", "H", "H", "H", "H", "H", "H", "C", "C", "C", "C", "C", "C", "C", "C", "P", "C", "C", "C", "C", "C", "C", "C", "C", "C", "C", "C", "C", "C", "O", "C", "C", "C", "C", "C", "C", "P", "C", "C", "C", "C", "C", "C", "C", "C", "C", "C", "C", "C", "H", "H", "H", "H", "H", "H", "H", "H", "H", "H", "H", "H", "H", "H", "H", "H", "H", "H", "H", "H", "H", "H", "H", "H", "H", "H", "H", "H", "H", "H", "H", "H", "O", "C", "O", "C", "C", "N", "N", "C", "C", "O", "O", "H", "H", "H"], "coordinates": [[0.6642, -0.0595, 0.1205], [-0.9457, -0.7698, 3.3228], [0.5112, 0.0171, 2.4139], [1.9043, -1.0711, 3.1554], [0.6208, 1.8319, 2.9337], [0.7624, 2.2030, 4.2696], [0.7623, 3.5409, 4.6459], [0.6167, 4.5244, 3.6784], [0.4798, 4.1641, 2.3416], [0.4773, 2.8258, 1.9486], [0.3529, 2.2901, 0.1254], [-1.1870, 2.9204, -0.7994], [1.5619, 3.4176, -0.8465], [-0.6169, -0.8491, 4.3661], [-1.1298, -1.7844, 2.9787], [-1.8770, -0.2157, 3.3016], [1.4316, -1.9108, 3.6675], [2.4976, -0.5365, 3.9020], [2.5864, -1.4824, 2.4056], [0.8765, 1.4405, 5.0353], [0.8784, 3.8150, 5.6876], [0.6177, 5.5702, 3.9617], [0.3783, 4.9474, 1.5962], [-1.3374, 3.9677, -0.5094], [-2.1290, 2.4026, -0.6914], [-0.9430, 2.9305, -1.8635], [1.7365, 4.3259, -0.2619], [1.0721, 3.7123, -1.7753], [2.5273, 3.0181, -1.1260], [5.9758, -5.2876, 0.9501], [5.3071, -4.4652, -0.1637], [5.9935, -4.7657, -1.5070], [5.4448, -2.9804, 0.1498], [6.6725, -2.4281, 0.4929], [6.8023, -1.0759, 0.7553], [5.6941, -0.2470, 0.6830], [4.4446, -0.7510, 0.3279], [2.9956, 0.3801, 0.0411], [3.2598, 0.6910, -1.7458], [4.5137, 0.9567, -2.2922], [4.6593, 1.1483, -3.6575], [3.5569, 1.0586, -4.4970], [2.3064, 0.7804, -3.9665], [2.1631, 0.6021, -2.5987], [3.6812, 1.8325, 0.9208], [4.3114, 2.9173, 0.3222], [4.8024, 3.9621, 1.0932], [4.6770, 3.9349, 2.4734], [4.0846, 2.8384, 3.0836], [3.6017, 1.7962, 2.3106], [4.3614, -2.1126, 0.0624], [3.1402, -2.5309, -0.3475], [2.8469, -3.8648, -0.2855], [1.4939, -4.1574, -0.2728], [1.1105, -5.4917, -0.3252], [2.0673, -6.4921, -0.3566], [3.4134, -6.1620, -0.3020], [3.8357, -4.8383, -0.2504], [0.2879, -2.7690, -0.1938], [-0.8325, -3.4993, 1.0533], [-2.2191, -3.4240, 0.9924], [-2.9955, -3.9246, 2.0318], [-2.4005, -4.4953, 3.1449], [-1.0147, -4.5637, 3.2196], [-0.2395, -4.0730, 2.1831], [-0.4473, -3.0041, -1.8473], [-1.5991, -3.7217, -2.1384], [-2.0186, -3.8626, -3.4543], [-1.2855, -3.3050, -4.4901], [-0.1193, -2.6061, -4.2081], [0.2919, -2.4552, -2.8942], [7.0369, -5.0528, 1.0277], [5.8967, -6.3547, 0.7459], [5.5055, -5.0850, 1.9129], [7.0521, -4.5033, -1.4639], [5.5303, -4.1957, -2.3135], [5.9113, -5.8272, -1.7467], [7.5461, -3.0644, 0.5519], [7.7662, -0.6628, 1.0206], [5.8143, 0.8020, 0.9105], [5.3863, 1.0010, -1.6531], [5.6381, 1.3598, -4.0683], [3.6745, 1.2038, -5.5631], [1.4388, 0.7093, -4.6099], [1.1663, 0.4170, -2.2046], [4.4465, 2.9606, -0.7499], [5.2819, 4.8008, 0.6048], [5.0450, 4.7596, 3.0699], [3.9903, 2.7950, 4.1609], [3.1619, 0.9379, 2.7952], [0.0573, -5.7445, -0.3280], [1.7673, -7.5304, -0.4056], [4.1491, -6.9561, -0.3047], [-2.7070, -2.9456, 0.1564], [-4.0737, -3.8537, 1.9638], [-3.0091, -4.8814, 3.9527], [-0.5355, -4.9986, 4.0877], [0.8398, -4.1338, 2.2588], [-2.1832, -4.1718, -1.3471], [-2.9289, -4.4081, -3.6667], [-1.6211, -3.4147, -5.5132], [0.4689, -2.1776, -5.0102], [1.2092, -1.9184, -2.6783], [-6.5583, 1.1846, 0.8710], [-5.4095, 1.2638, 0.1451], [-5.4427, 1.2475, -1.0461], [-4.1803, 1.4566, 0.9579], [-3.9843, 2.4459, 1.8957], [-2.6887, 2.3708, 2.2650], [-2.0365, 1.3958, 1.6355], [-2.9148, 0.8290, 0.8382], [-2.5455, -0.3289, -0.0367], [-3.4577, -1.0443, -0.4217], [-1.3007, -0.5188, -0.3253], [-6.3372, 1.0655, 1.8022], [-4.6447, 3.2068, 2.2779], [-2.1749, 2.9663, 2.8951]], "mulliken_charge": [-0.045, -1.027, 2.275, -1.617, 0.318, -0.842, -0.883, -1.027, -1.215, 0.961, 1.448, -1.372, -1.246, 0.467, -0.057, 0.456, 0.742, 0.657, 0.108, 0.359, 0.377, 0.417, 0.400, 0.261, 0.353, 0.419, 0.566, 0.582, 0.116, -1.941, 1.450, -1.648, 0.678, -0.056, -1.842, -0.353, 0.217, 1.783, 0.814, -0.817, -0.936, -0.716, -1.133, -0.609, 1.164, -0.353, -1.085, -0.820, -0.624, -0.226, -0.997, -0.070, -0.906, -0.336, 0.191, -1.589, -0.023, 0.740, 2.111, 0.609, -0.598, -1.204, -0.780, -0.683, -0.542, 1.374, -0.430, -0.865, -0.704, -0.965, -0.688, 0.430, 0.429, 0.398, 0.408, 0.362, 0.403, 0.381, 0.436, 0.690, 0.599, 0.435, 0.426, 0.540, 0.666, 0.379, 0.426, 0.383, 0.402, 0.179, 0.530, 0.413, 0.380, 0.086, 0.487, 0.391, 0.430, 0.370, 0.434, 0.444, 0.383, 0.500, 0.347, -0.505, 0.659, -0.519, 0.534, -0.683, -0.250, 0.314, -1.019, -0.333, -0.785, -0.543, 0.388, 0.515, 0.118], "molar_mass_da": 1029.0, "e_above_lowest_kcal_mol": 0.0, "e_homo_ev": -7.97, "largest_force_ev_per_a": 0.64}

=====

{"formula": "C4H14AuClN3O12P2", "method": "the ωB97M-V functional and the def2-TZVPD basis", "elements": ["Au", "C", "O", "C", "O", "N", "N", "H", "H", "H", "H", "H", "H", "N", "C", "C", "P", "O", "O", "O", "P", "O", "O", "O", "H", "H", "H", "H", "H", "H", "H", "H", "O", "Cl", "O", "O", "O"], "coordinates": [[0.3122, -0.6601, -0.0619], [-0.5714, -0.9219, 4.5121], [-1.3355, -1.6782, 3.5596], [-0.9189, -1.6637, 2.3328], [0.1625, -1.1555, 1.9916], [-1.7069, -2.3269, 1.4591], [-1.4342, -2.2118, 0.0854], [-1.0828, -1.0614, 5.4603], [-0.5724, 0.1329, 4.2304], [0.4560, -1.2867, 4.5641], [-2.6446, -2.5829, 1.7534], [-2.1617, -1.6854, -0.4034], [-1.3022, -3.1317, -0.3399], [1.9651, 3.6301, -2.2123], [1.0543, 2.8918, -1.3234], [0.0641, 3.8104, -0.7056], [0.2396, 1.4924, -2.4703], [-1.2701, 1.9047, -2.3817], [0.8647, 1.9227, -3.7305], [0.4486, 0.0752, -2.0127], [2.2380, 2.0028, 0.0078], [1.6916, 2.5975, 1.3481], [3.4886, 2.6455, -0.4218], [2.1309, 0.5130, -0.0775], [1.8470, 3.1830, -3.1661], [2.9365, 3.4563, -1.8312], [1.7706, 4.6358, -2.2584], [-0.5706, 4.2616, -1.4772], [0.5536, 4.6267, -0.1648], [-0.5847, 3.2941, -0.0028], [-1.8083, 1.3717, -1.7661], [0.9232, 2.1328, 1.7084], [-2.5767, 0.3872, 1.9999], [-2.0842, 1.1970, 0.9700], [-2.1555, 0.4542, -0.2783], [-2.7268, 2.4220, 0.8341], [-0.6662, 1.4293, 1.1839]], "nbo_charge": [1.554, -0.268, -0.431, 0.942, -0.646, -0.454, -0.622, 0.231, 0.214, 0.213, 0.439, 0.442, 0.423, -0.741, -0.542, -0.662, 2.377, -0.995, -1.069, -1.007, 2.385, -0.981, -1.061, -0.986, 0.479, 0.478, 0.427, 0.230, 0.227, 0.252, 0.530, 0.531, -0.836, 2.615, -0.959, -0.766, -0.966], "molar_mass_da": 590.5, "e_above_lowest_kcal_mol": 49.4, "e_homo_ev": -12.81, "charge": 1, "largest_force_ev_per_a": 6.25}

=====

{"formula": "C38H53N4OPPdSb", "method": "the ωB97M-V functional and the def2-TZVPD basis", "elements": ["Pd", "C", "C", "C", "C", "C", "H", "H", "H", "H", "H", "N", "H", "H", "H", "O", "P", "N", "C", "C", "C", "C", "N", "C", "C", "C", "C", "N", "C", "C", "C", "C", "H", "H", "H", "H", "H", "H", "H", "H", "H", "H", "H", "H", "H", "H", "H", "H", "H", "H", "H", "H", "H", "H", "H", "H", "C", "C", "C", "C", "C", "C", "C", "Sb", "C", "C", "C", "C", "C", "C", "C", "C", "C", "C", "C", "C", "C", "C", "H", "H", "H", "H", "H", "H", "H", "H", "H", "H", "H", "H", "H", "H", "H", "H", "H", "H", "H", "H", "H"], "coordinates": [[-2.5316, 0.9476, 1.8039], [-2.7908, 3.1664, 1.1358], [-3.4105, 2.9497, 2.3968], [-2.3291, 2.6421, 3.3524], [-1.1141, 2.6897, 2.6949], [-1.4102, 3.0085, 1.2575], [-3.2476, 3.5121, 0.2125], [-4.4880, 2.9762, 2.5936], [-2.4677, 2.4815, 4.3958], [-0.1399, 2.5179, 3.0567], [-0.6556, 3.1094, 0.4746], [-1.9478, -0.9837, 2.8481], [-2.5827, -1.2617, 3.5836], [-1.0227, -0.9874, 3.2423], [-1.9627, -1.7373, 2.1670], [-2.5207, -0.9358, -0.1890], [-3.6596, -1.1964, -1.1460], [-5.1372, -0.8586, -0.6019], [-5.3240, -0.8890, 0.8690], [-6.6303, -0.1033, 1.1470], [-6.5849, 0.8707, -0.0244], [-6.0846, 0.0765, -1.2073], [-3.4025, -0.5593, -2.6506], [-2.0849, 0.1454, -2.8536], [-2.0568, 0.3301, -4.3858], [-3.5283, 0.4423, -4.7194], [-4.1128, -0.7354, -3.9206], [-3.5919, -2.9273, -1.2878], [-4.7255, -3.7995, -1.6990], [-4.0299, -5.0341, -2.2584], [-2.8242, -5.1700, -1.3189], [-2.3678, -3.6598, -1.2121], [-4.4666, -0.3396, 1.3496], [-5.2077, -1.9514, 1.1883], [-6.5027, 0.3247, 2.1408], [-7.5642, -0.6617, 1.1992], [-5.7757, 1.5280, 0.2596], [-7.5433, 1.3650, -0.1373], [-5.7223, 0.6909, -2.0132], [-6.8981, -0.5243, -1.6410], [-1.2203, -0.4338, -2.4683], [-2.1426, 1.0676, -2.2763], [-1.6407, -0.5658, -4.8723], [-1.4872, 1.1994, -4.7095], [-3.7918, 0.2769, -5.7451], [-3.9487, 1.4325, -4.4124], [-3.8633, -1.6813, -4.3869], [-5.1987, -0.6573, -3.6916], [-5.4933, -3.2281, -2.2436], [-5.1145, -4.1479, -0.7589], [-3.6275, -4.9896, -3.2711], [-4.6557, -5.9078, -2.1774], [-2.0615, -5.9160, -1.6429], [-3.2908, -5.5018, -0.3630], [-1.7521, -3.4243, -2.1140], [-1.7157, -3.3443, -0.3723], [3.4179, 3.6836, -0.6863], [4.3594, 3.6771, 0.4649], [4.9611, 4.8388, 0.9403], [5.7808, 4.8411, 2.0664], [5.9287, 3.7134, 2.8521], [5.3598, 2.5585, 2.3583], [4.5631, 2.5377, 1.2164], [3.6532, 0.7097, 0.8638], [4.1198, -0.0175, -1.0467], [3.1010, -0.7703, -1.6427], [3.3158, -1.3429, -2.8888], [4.5603, -1.2401, -3.4655], [5.5294, -0.5857, -2.7944], [5.3567, 0.1569, -1.6326], [6.4490, 1.0131, -1.0405], [4.3984, -0.6026, 2.2877], [5.3626, -1.5206, 1.8674], [5.8782, -2.5001, 2.7093], [5.4224, -2.4086, 4.0575], [4.4917, -1.4647, 4.5013], [3.9236, -0.5621, 3.5794], [2.8250, 0.4463, 3.9166], [3.7213, 3.0430, -1.5096], [3.2853, 4.6338, -1.2420], [2.4530, 3.2962, -0.3700], [4.8778, 5.7321, 0.3515], [6.1275, 5.8038, 2.4225], [6.5764, 3.5643, 3.7043], [5.5102, 1.6087, 2.8746], [2.1211, -0.8776, -1.1007], [2.5582, -1.8395, -3.4381], [4.8154, -1.7578, -4.3524], [6.5235, -0.6087, -3.2179], [7.2782, 1.2498, -1.7308], [6.8615, 0.5946, -0.0941], [6.0022, 2.0501, -0.7592], [5.6614, -1.5162, 0.7924], [6.6063, -3.2299, 2.3044], [5.9207, -3.0832, 4.7556], [4.2137, -1.4383, 5.4970], [3.0371, 1.4513, 3.5856], [2.6410, 0.4314, 4.9754], [1.9028, 0.0939, 3.4703]], "mulliken_charge": [0.291, -0.502, -0.470, -0.769, -0.363, -0.124, 0.452, 0.487, 0.490, 0.579, 0.343, -0.482, 0.272, 0.267, 0.153, -0.787, -0.979, 0.574, 0.310, -0.771, -0.707, -0.477, 0.774, -0.495, -0.625, -0.802, -0.383, 0.698, -0.334, -0.782, -0.616, -0.455, -0.328, 0.309, 0.383, 0.334, 0.081, 0.473, 0.436, 0.300, 0.233, 0.295, 0.274, 0.393, 0.437, 0.258, 0.287, 0.352, 0.375, 0.352, 0.311, 0.391, 0.370, 0.304, 0.312, 0.287, -1.216, 0.592, -0.591, -0.682, -0.837, -0.240, 0.410, 1.518, 0.787, -0.992, -0.541, -0.787, -0.669, 0.465, -0.904, 0.343, -0.389, -0.857, -0.455, -1.000, 0.901, -1.610, 0.302, 0.433, 0.069, 0.443, 0.387, 0.438, 0.421, 0.259, 0.472, 0.455, 0.444, 0.459, 0.220, 0.131, 0.257, 0.431, 0.379, 0.580, 0.367, 0.506, 0.318], "molar_mass_da": 841.0, "s_squared": 6.0203, "multiplicity": 5, "e_above_lowest_kcal_mol": 0.0, "e_homo_ev": [-15.31, -15.50], "charge": 3, "largest_force_ev_per_a": 3.00}

=====

{"formula": "C4H9O2S", "method": "the ωB97M-V functional and the def2-TZVPD basis", "elements": ["C", "C", "C", "C", "O", "O", "S", "H", "H", "H", "H", "H", "H", "H", "H", "H"], "coordinates": [[-0.6327, 1.4239, -0.5963], [-0.9078, -1.1797, -0.9028], [-0.3992, -0.1386, 1.3816], [-0.3433, -0.0045, -0.1105], [2.8315, -0.5109, 1.2651], [3.1613, 0.1177, -1.1378], [2.4813, 0.4523, 0.1594], [-1.3676, 2.0670, -0.1040], [0.4234, 1.8355, -0.5945], [-0.8130, 1.2234, -1.6653], [-0.1587, -1.8853, -1.5218], [-1.8514, -0.9299, -1.2833], [-1.1243, -1.9532, -0.1536], [0.2304, -0.9373, 1.6081], [-0.0624, 0.7262, 1.9223], [-1.4676, -0.3064, 1.7334]], "nbo_charge": [-0.702, -0.679, -0.666, -0.012, -1.003, -0.996, 1.264, 0.184, 0.228, 0.196, 0.216, 0.192, 0.195, 0.228, 0.203, 0.150], "molar_mass_da": 121.2, "e_above_lowest_kcal_mol": 81.8, "e_homo_ev": [-1.82, -3.02], "charge": -1, "largest_force_ev_per_a": 4.06}